An isolated molecule of C6H11N at a distorted geometry, computed with the ωB97M-V functional and the def2-TZVPD basis.

```
18
Properties=species:S:1:pos:R:3:lowdin_charge:R:1
C 1.385 -0.287 0.105 -0.548
C 0.370 0.511 -0.656 -0.148
C -0.847 -0.206 -0.045 -0.346
C 2.743 0.321 -0.001 -0.062
C -1.874 -1.141 -0.674 -0.090
C -1.407 0.593 1.079 -0.111
N 0.970 -1.222 0.847 0.214
H 0.183 1.588 -0.420 0.120
H 0.697 0.324 -1.737 0.143
H 2.703 1.246 -0.596 0.078
H 3.444 -0.295 -0.484 0.046
H 3.205 0.350 1.060 0.115
H -2.878 -0.669 -0.968 0.088
H -2.297 -1.875 0.121 0.103
H -1.489 -1.689 -1.598 0.089
H -2.174 1.408 0.608 0.138
H -0.600 1.055 1.669 0.082
H -2.134 -0.013 1.691 0.088
```

Computed properties:
Maximum force: 2.6 eV/A
Net charge: 0
Kohn-Sham gap (spin up / spin down): 7.77 / 9.17 eV
Highest occupied orbital energy (spin up / spin down): -7.44 / -8.57 eV
2S+1: 1
LUMO energy (spin up / spin down): 0.012 / 0.022 hartree